(1)
The following is a quantum chemistry calculation of one molecule with the formula C4H6O in a non-equilibrium geometry, from the OMol25 dataset.

Geometry as XYZ:
```
11
Properties=species:S:1:pos:R:3:forces:R:3
C 0.8198 0.9711 -0.1904 -0.5 0.3 0.1
C 0.2852 -0.3474 0.3856 -0.3 -0.4 0.1
C -1.1706 -0.3636 0.1795 0.2 -0.1 -0.4
C -2.3218 -0.2868 -0.1405 -1.2 -0.3 -0.4
H 1.9269 1.0575 -0.0986 -0.8 -0.1 -0.3
H 0.4315 0.9581 -1.2369 0.8 0.4 0.6
H 0.3485 1.8326 0.3569 0.5 -0.8 -0.5
H 0.4144 -0.4319 1.4733 0.4 0.0 -0.2
H 1.7790 -1.5647 0.0364 -1.0 0.0 -0.4
H -3.3636 -0.3188 -0.4766 1.1 0.1 0.5
O 0.8507 -1.5061 -0.2887 0.7 0.8 0.9
```
Forces are in eV/Å.

Properties
SMILES string ... C#C[C@H](C)O

=====

(2)
The following is a quantum chemistry calculation of a 2-piece molecular cluster, C4H9NO3 overall in a non-equilibrium geometry, from the OMol25 dataset.

Geometry as XYZ:
```
17
Properties=species:S:1:pos:R:3:forces:R:3
O 2.9382 -1.6006 -0.6635 -0.1 -0.1 -0.3
C 1.9476 -1.0886 -1.1128 0.5 0.0 0.6
C 1.5179 0.3220 -0.7284 -1.0 0.0 -0.9
C 1.4464 0.3995 0.8134 -1.1 1.0 0.2
C 0.3041 1.2741 1.4161 1.2 -0.4 -1.4
O 0.1708 1.4249 2.5927 -0.2 0.2 0.3
N 0.3457 0.7133 -1.5015 0.0 0.0 1.0
H 1.2349 -1.6346 -1.7670 0.1 0.1 -0.1
H 2.2795 1.0352 -1.0501 0.2 -0.3 0.0
H 1.2317 -0.5386 1.3183 0.5 -0.4 -0.2
H 2.4165 0.8012 1.0889 0.0 -0.2 0.7
H -0.3610 1.6890 0.6359 -0.3 0.2 0.4
H -0.5600 0.2915 -1.3653 0.3 0.0 -0.2
H 0.5028 1.2776 -2.3074 -0.2 0.0 -0.2
H -7.2903 -0.7848 -0.5109 -1.0 0.4 0.1
H -6.3252 -1.6663 0.2892 -0.2 0.7 -1.1
O -6.4242 -1.1529 -0.5485 1.2 -1.1 1.0
```
Forces are in eV/Å.

Properties
SMILES string ... N[C@H](C=O)CC=O.O

=====

Values of frontier orbital gap, in order: 10.93; 9.77, all in eV.
Values of energy above the lowest of the compared OMol25 structures with the same formula, charge and spin, in order: 36.2; 58.4, all in kcal/mol.